Entry 1:
{"formula": "C15H17N7O5S3", "method": "the ωB97M-V functional and the def2-TZVPD basis", "elements": ["C", "H", "H", "H", "O", "C", "N", "C", "O", "C", "H", "H", "S", "C", "C", "N", "H", "H", "H", "C", "N", "C", "C", "C", "H", "H", "S", "C", "N", "N", "N", "N", "C", "H", "H", "H", "C", "H", "H", "S", "C", "O", "O", "H", "C", "O", "H"], "positions_angstrom": [[4.050, 2.019, -0.858], [4.152, 2.496, -0.032], [4.132, 0.792, -0.714], [4.879, 2.285, -1.609], [3.050, 2.177, -1.603], [1.860, 1.604, -0.949], [1.592, 1.970, 0.472], [0.389, 1.484, 0.983], [-0.584, 1.220, 0.350], [0.258, 1.852, 2.409], [0.042, 2.835, 2.796], [-0.573, 1.217, 3.000], [1.909, 1.346, 3.229], [1.442, -0.504, 3.493], [1.618, -0.991, 4.803], [1.538, -1.065, 5.991], [0.630, -0.626, 2.870], [2.366, -0.848, 2.930], [2.245, 1.774, 1.027], [1.654, 0.062, -1.280], [0.579, 0.205, -2.031], [-0.639, -0.498, -2.068], [-0.659, -1.872, -1.689], [-1.803, -2.656, -1.849], [-2.094, -3.022, -2.916], [-1.485, -3.845, -1.779], [-3.068, -2.266, -1.027], [-2.512, -1.783, 0.522], [-1.367, -1.985, 1.217], [-1.226, -1.172, 2.096], [-2.098, -0.408, 2.139], [-2.737, -0.603, 1.042], [-3.910, 0.377, 0.630], [-4.594, 0.416, 1.264], [-3.372, 1.435, 0.596], [-4.349, 0.015, -0.287], [0.690, -2.580, -1.086], [0.133, -2.977, -0.263], [1.306, -2.879, -1.691], [1.453, -1.193, 0.168], [-1.778, 0.196, -3.069], [-2.952, 0.158, -2.486], [-1.179, 0.742, -4.004], [-1.852, 1.286, -4.529], [0.554, 1.558, -1.692], [-0.212, 2.520, -2.368], [2.524, -0.267, -2.148]], "atomic_forces_ev_per_a": [[7.465, -7.322, -3.858], [0.372, 3.275, 5.628], [0.611, 2.571, 0.479], [-0.207, -0.371, 1.758], [-10.288, 1.107, -2.305], [-0.483, -0.917, 0.239], [-6.040, 0.487, -7.752], [-0.130, 3.867, 0.669], [-0.934, -1.043, -1.539], [-0.173, -3.175, 4.432], [0.187, 0.705, -1.047], [1.839, 1.203, -1.789], [-1.714, -0.447, 0.981], [5.670, 1.657, -1.915], [-2.037, 0.598, 6.224], [0.820, -0.325, -4.559], [-2.124, -1.032, -0.444], [-1.277, -0.399, 0.314], [7.206, -1.709, 5.636], [8.697, -4.619, 1.256], [-5.832, 3.396, -0.453], [-0.286, -3.843, -1.984], [5.313, 5.493, -1.640], [4.605, -8.285, -5.565], [-0.113, 1.944, 1.030], [-0.193, 2.245, 1.047], [-8.248, 1.004, 4.151], [3.803, 1.632, 0.493], [1.208, -9.800, -6.349], [8.421, -3.346, 5.907], [-6.285, 9.172, 1.124], [-9.556, 3.867, -1.946], [8.696, 0.738, -4.314], [-5.645, 0.013, 6.133], [-1.277, -2.355, -0.457], [0.520, 0.217, -0.558], [-9.283, 8.060, 7.930], [0.688, -2.130, 0.303], [6.550, -3.844, -6.081], [0.500, -0.318, -3.387], [-3.082, -3.329, 10.558], [4.667, 1.088, -4.849], [-1.430, 2.154, -4.439], [1.233, -0.569, 0.621], [-5.821, 7.780, -7.703], [4.774, -5.489, 4.950], [-1.388, 0.394, 3.071]], "homo_lumo_gap_ha": 0.30352, "energy_ha": -2535.2314, "homo_energy_ev": -8.60}



Entry 2:
{"formula": "C15H17N7O9P", "method": "the ωB97M-V functional and the def2-TZVPD basis", "elements": ["N", "O", "O", "N", "N", "N", "N", "O", "O", "O", "O", "O", "O", "O", "C", "C", "C", "C", "C", "C", "C", "C", "N", "N", "C", "C", "C", "C", "C", "C", "C", "P", "H", "H", "H", "H", "H", "H", "H", "H", "H", "H", "H", "H", "H", "H", "H", "H", "H"], "positions_angstrom": [[-2.218, -2.394, -3.978], [-2.414, 0.309, -0.472], [2.166, -5.079, 2.404], [3.153, 2.936, 0.761], [0.968, 3.716, -2.049], [0.439, 1.588, -1.071], [-1.742, -1.853, -3.036], [0.325, -2.637, -1.519], [-2.868, 0.720, -2.658], [-0.300, -1.135, 0.180], [1.449, -0.229, 2.747], [-0.201, -5.634, 2.533], [0.639, -3.753, 3.979], [0.635, -3.319, 1.329], [-2.370, -0.030, -1.587], [2.652, 2.130, 1.678], [-0.522, -1.594, -1.100], [-1.525, -1.109, -1.966], [0.261, 2.558, -2.005], [1.953, 3.845, -1.225], [1.265, 1.889, -0.105], [2.133, 2.930, -0.163], [2.726, 4.930, -1.378], [1.652, 1.410, 1.125], [-4.593, 2.108, -3.493], [-3.875, 1.619, -2.265], [1.284, -2.486, 4.001], [1.294, -2.074, 1.606], [1.052, -0.971, 0.625], [0.924, 0.215, 1.525], [0.814, -1.507, 2.920], [0.826, -4.495, 2.552], [0.672, -3.132, -0.785], [0.330, -6.380, 2.839], [3.099, 1.913, 2.668], [-0.660, 2.477, -2.585], [3.397, 5.060, -0.586], [2.190, 5.655, -1.903], [-3.847, 2.711, -4.051], [-5.436, 2.673, -3.221], [-4.965, 1.345, -4.126], [-3.536, 2.490, -1.697], [-4.461, 1.113, -1.624], [1.023, -1.976, 4.932], [2.384, -2.610, 4.000], [2.397, -2.268, 1.673], [1.808, -0.869, -0.180], [-0.086, 0.568, 1.670], [-0.292, -1.371, 3.080]], "atomic_forces_ev_per_a": [[3.895, 3.937, 6.821], [-0.923, 0.385, 2.508], [-0.064, 0.625, -0.027], [-1.837, 1.273, 1.830], [-2.956, -1.912, -1.798], [-2.591, -0.742, -1.178], [-4.392, -4.282, -7.888], [-3.114, 3.582, -0.925], [1.736, -2.471, 0.993], [-1.968, -0.918, -5.046], [-0.068, -0.190, 1.982], [-2.074, 0.264, -0.308], [-0.886, 0.548, -2.069], [-0.926, -1.368, 0.841], [-0.670, 3.577, -2.865], [2.342, -0.598, -0.568], [3.287, -1.940, 2.492], [2.365, -2.093, 1.129], [0.768, 0.557, 2.107], [1.638, 0.156, 1.215], [2.814, 2.322, 0.890], [2.114, 1.880, -2.812], [0.192, 0.562, 0.647], [-3.044, -3.927, 0.195], [1.956, 0.302, -0.252], [0.267, 2.332, -1.451], [1.236, 2.176, 1.830], [0.550, -1.742, 0.614], [-0.319, -0.627, -1.175], [1.575, 2.094, 2.019], [-0.008, -0.540, -0.487], [3.773, 1.092, -0.229], [0.337, -0.506, 1.405], [-0.073, -0.641, -0.155], [-0.517, 0.002, -0.924], [0.653, -0.147, -0.433], [-0.946, 0.608, -1.309], [1.446, -0.418, 0.852], [-0.785, -0.128, 0.036], [-0.917, 1.129, 0.431], [-0.106, -1.034, -0.556], [0.680, -0.179, -0.130], [-2.513, -1.735, 2.219], [0.077, -0.601, 0.272], [-0.474, -0.034, -0.203], [-0.834, 0.200, 0.161], [-0.736, -0.054, 0.263], [-0.758, -0.555, -0.246], [0.796, -0.220, -0.716]], "homo_lumo_gap_ha": 0.20689, "e_above_lowest_ev": 2.358, "energy_ha": -1983.3261, "homo_energy_ev": -11.01, "charge": 1}



Entry 3:
{"formula": "C15H18", "method": "the ωB97M-V functional and the def2-TZVPD basis", "elements": ["C", "C", "C", "C", "C", "C", "C", "C", "H", "H", "H", "H", "H", "H", "H", "H", "H", "H", "C", "C", "C", "C", "C", "C", "C", "H", "H", "H", "H", "H", "H", "H", "H"], "positions_angstrom": [[1.389, -1.380, 0.961], [2.302, -1.880, 2.024], [0.129, -2.186, 0.893], [0.084, -3.593, 0.849], [-1.142, -1.480, 0.938], [-1.118, -4.229, 0.682], [-2.366, -2.224, 0.950], [-2.352, -3.582, 0.642], [1.194, -0.274, 1.214], [1.909, -1.424, -0.015], [2.639, -2.922, 1.619], [0.996, -4.075, 0.961], [-1.228, -0.452, 1.031], [-0.986, -5.270, 0.634], [-3.292, -1.749, 1.103], [-3.202, -4.091, 0.506], [1.733, -2.065, 2.938], [3.153, -1.249, 2.297], [1.956, 4.602, -1.544], [-1.021, 1.665, -0.974], [0.287, 1.284, -0.755], [-1.365, 2.971, -1.300], [1.343, 2.272, -0.930], [-0.398, 3.881, -1.424], [0.970, 3.513, -1.313], [-1.760, 0.925, -1.085], [0.566, 0.225, -0.721], [-2.418, 3.177, -1.396], [2.331, 1.897, -0.707], [-0.625, 5.029, -1.618], [3.025, 4.249, -1.426], [1.840, 5.380, -0.916], [1.939, 4.881, -2.613]], "atomic_forces_ev_per_a": [[0.087, 2.159, -0.092], [0.856, -2.832, 0.009], [-2.798, 1.295, 0.065], [-0.935, 3.098, -0.073], [0.136, -4.075, 0.248], [0.096, 0.109, -0.084], [2.361, -0.090, -1.126], [3.602, 2.009, 1.310], [-0.142, -1.638, -0.689], [-0.203, 0.229, 0.315], [0.039, 1.731, 1.251], [1.327, -1.319, -0.026], [0.309, 1.873, 0.254], [-0.627, -1.438, -0.288], [-0.941, 0.761, -0.001], [-3.062, -1.903, -0.366], [0.090, -0.027, 0.029], [-0.060, -0.138, -0.459], [2.623, -2.995, -2.763], [1.181, -0.419, -0.370], [0.980, 0.964, -1.274], [-1.240, -0.954, 0.637], [-2.109, -2.822, 0.781], [1.302, 3.469, -0.635], [-0.259, 1.542, 0.384], [-0.928, -0.943, 0.342], [-0.308, 0.617, 0.365], [-0.139, 0.379, -0.176], [0.376, 0.558, -0.341], [0.416, -2.629, 0.259], [-1.148, 0.153, 0.136], [-0.607, 2.888, 1.879], [-0.275, 0.391, 0.500]], "homo_lumo_gap_ha": 0.36091, "e_above_lowest_ev": 1.538, "energy_ha": -582.3092, "homo_energy_ev": -8.91}



Entry 4:
{"formula": "C15H18AsBaN3O2S5", "method": "the ωB97M-V functional and the def2-TZVPD basis", "elements": ["Ba", "O", "C", "O", "C", "C", "C", "C", "C", "C", "C", "C", "C", "N", "H", "H", "H", "H", "H", "H", "S", "As", "S", "S", "S", "C", "C", "N", "C", "S", "N", "C", "C", "H", "H", "H", "H", "H", "H", "H", "H", "H", "H", "H", "H"], "positions_angstrom": [[2.622, 2.569, -0.135], [1.003, 2.801, 4.350], [1.170, 2.531, 3.158], [2.208, 2.676, 2.455], [-0.058, 1.940, 2.428], [-1.177, 1.531, 3.198], [-2.270, 1.028, 2.566], [-2.282, 0.936, 1.153], [-3.385, 0.438, 0.422], [-3.334, 0.367, -0.942], [-2.180, 0.797, -1.632], [-1.102, 1.287, -0.951], [-1.129, 1.369, 0.462], [-0.033, 1.855, 1.119], [-1.105, 1.645, 4.270], [-3.141, 0.694, 3.120], [-4.266, 0.109, 0.965], [-4.178, -0.021, -1.500], [-2.134, 0.723, -2.710], [-0.222, 1.628, -1.490], [5.138, 3.616, -1.482], [3.973, 2.608, -3.061], [1.958, 3.516, -2.973], [3.669, 0.577, -2.237], [4.869, 2.640, -4.967], [-1.085, -3.420, 1.094], [-1.148, -2.216, 0.168], [-0.889, -2.579, -1.222], [-0.198, -1.756, -2.092], [-0.788, -1.531, -3.646], [0.940, -1.213, -1.648], [1.779, -1.793, -0.604], [2.121, -0.838, 0.534], [-1.325, -3.126, 2.117], [-0.090, -3.867, 1.086], [-1.800, -4.183, 0.780], [-0.431, -1.461, 0.476], [-2.134, -1.745, 0.240], [-1.703, -2.935, -1.702], [1.436, -0.588, -2.291], [2.716, -2.099, -1.077], [1.287, -2.694, -0.239], [2.823, -0.095, 0.154], [2.628, -1.379, 1.336], [1.245, -0.340, 0.951]], "atomic_forces_ev_per_a": [[0.070, 0.253, 0.030], [-0.074, -0.040, 0.087], [0.222, 0.008, -0.087], [-0.242, -0.050, 0.072], [-0.005, 0.057, -0.114], [0.033, 0.001, 0.018], [-0.008, -0.031, -0.013], [-0.032, 0.043, 0.073], [-0.038, 0.050, -0.061], [0.013, 0.079, 0.070], [-0.097, 0.085, -0.091], [0.093, 0.080, 0.040], [-0.053, -0.031, 0.001], [-0.032, 0.059, 0.057], [-0.024, 0.000, -0.001], [0.011, 0.017, 0.016], [-0.003, 0.007, 0.010], [0.011, -0.009, -0.020], [-0.029, 0.022, 0.058], [-0.013, 0.010, -0.029], [-0.002, 0.016, -0.068], [0.012, 0.181, -0.066], [-0.016, -0.075, 0.070], [-0.029, -0.160, -0.001], [0.004, -0.010, -0.028], [0.022, 0.023, -0.036], [-0.052, -0.011, 0.091], [-0.019, 0.056, -0.119], [0.104, -0.186, 0.084], [0.038, -0.083, -0.088], [-0.079, 0.018, -0.119], [0.103, 0.001, 0.055], [0.014, -0.092, 0.036], [-0.006, 0.003, 0.024], [-0.003, -0.024, 0.007], [0.002, -0.023, 0.011], [-0.017, 0.004, 0.002], [0.089, -0.060, 0.001], [-0.005, 0.003, 0.003], [0.023, -0.008, 0.054], [-0.014, -0.007, -0.032], [0.057, 0.041, -0.010], [-0.008, -0.178, 0.000], [-0.023, -0.010, 0.021], [0.002, -0.031, -0.008]], "homo_lumo_gap_ha": 0.19274, "e_above_lowest_ev": 0.567, "energy_ha": -5149.6459, "homo_energy_ev": -1.39, "charge": -2}



Entry 5:
{"formula": "C15H18B2MnN10", "method": "the ωB97M-V functional and the def2-TZVPD basis", "elements": ["Mn", "C", "C", "N", "N", "C", "B", "N", "C", "C", "C", "N", "N", "C", "C", "C", "N", "H", "H", "H", "H", "H", "H", "H", "H", "H", "H", "B", "N", "C", "C", "C", "N", "N", "C", "C", "C", "N", "H", "H", "H", "H", "H", "H", "H", "H"], "positions_angstrom": [[0.163, -0.275, -0.209], [-3.005, 1.111, -2.760], [-2.293, 0.037, -2.222], [-1.266, 0.502, -1.499], [-1.171, 1.887, -1.668], [-2.263, 2.226, -2.409], [-0.311, 2.730, -0.781], [1.200, 2.362, -1.023], [2.281, 3.069, -1.403], [3.355, 2.150, -1.510], [2.804, 0.914, -1.192], [1.534, 1.027, -0.795], [-0.791, 2.431, 0.597], [-1.531, 3.260, 1.406], [-2.037, 2.441, 2.412], [-1.524, 1.181, 2.154], [-0.753, 1.219, 1.058], [-3.962, 0.998, -3.233], [-2.548, -1.028, -2.288], [-2.419, 3.294, -2.388], [-0.396, 3.856, -1.089], [2.295, 4.109, -1.656], [4.383, 2.349, -1.735], [3.315, 0.046, -0.852], [-1.704, 4.307, 1.220], [-2.682, 2.727, 3.222], [-1.603, 0.246, 2.686], [0.920, -3.056, -0.507], [1.911, -2.439, 0.509], [2.941, -2.880, 1.255], [3.395, -1.887, 2.040], [2.524, -0.849, 1.874], [1.604, -1.208, 0.903], [-0.512, -3.116, 0.108], [-1.390, -4.058, 0.418], [-2.478, -3.443, 1.070], [-2.188, -2.095, 0.949], [-0.983, -1.890, 0.376], [1.394, -4.090, -0.856], [0.788, -2.253, -1.371], [3.383, -3.828, 1.261], [4.244, -2.004, 2.648], [2.630, 0.156, 2.240], [-1.093, -5.116, 0.254], [-3.421, -3.894, 1.475], [-2.742, -1.226, 1.310]], "atomic_forces_ev_per_a": [[-0.475, -0.910, 0.581], [0.505, -0.138, 0.187], [-0.034, 0.286, 0.621], [1.700, 0.123, -0.288], [-2.736, -3.124, -1.801], [0.712, 0.763, 1.199], [1.418, 0.859, -0.828], [-0.620, -0.832, 0.807], [0.526, -2.356, -0.181], [-1.206, 0.310, 0.005], [0.582, 0.407, 1.636], [-0.128, 2.183, -1.410], [-0.146, 3.240, 0.971], [0.012, -1.731, -0.019], [0.068, 0.585, -0.095], [0.589, -0.480, -0.085], [-0.353, -1.764, 1.167], [0.055, 0.394, -0.316], [0.372, 0.590, 0.223], [-0.443, -0.025, -0.818], [-0.364, 0.666, 0.036], [-0.429, 0.278, 0.182], [0.111, 0.092, -0.161], [0.455, -0.804, -0.573], [0.210, -0.078, -0.242], [-0.015, 0.048, 0.077], [-0.134, 0.135, 0.167], [0.396, -1.083, 0.136], [-0.347, -0.940, 0.806], [-0.747, -0.309, -1.383], [-0.140, 0.537, 0.819], [-0.947, 0.769, -1.658], [1.206, 1.819, 1.116], [1.221, 0.092, -0.801], [0.348, -0.889, 0.934], [-0.788, -0.539, -0.553], [-0.195, 1.299, 0.641], [-1.159, -0.048, 0.267], [-0.338, -0.223, -0.183], [0.146, 0.686, -0.757], [0.035, -1.385, -0.745], [0.716, 0.296, 0.826], [-0.488, 0.132, 0.117], [-0.528, 1.008, 0.175], [1.350, 0.514, -0.538], [0.027, -0.456, -0.259]], "homo_lumo_gap_ha": [0.28041, 0.31106], "e_above_lowest_ev": 0.948, "energy_ha": -2330.5709, "homo_energy_ev": [-12.49, -12.48], "spin_multiplicity": 5, "charge": 1}